# 1
ORCA calculation (the ωB97M-V functional and the def2-TZVPD basis) on a cluster of 2 separate species, C10H14IPS in total in a non-equilibrium geometry.

The lowest unoccupied orbital energy is -0.15 eV. As for the highest occupied orbital energy: -0.3235 Eh. The calculation puts the energy at -1426.62773 Eh. As for the SMILES: SP(I)c1ccccc1.C=C(C)C.

Structure (XYZ):
```
27
Properties=species:S:1:pos:R:3:mulliken_charge:R:1
C -0.6613 -2.9256 -4.1233 -0.412
C -0.8622 -3.3245 -2.8030 -0.445
C -0.2645 -1.5929 -4.3480 -0.371
C -0.6321 -2.4587 -1.6643 -0.476
C -0.0219 -0.7415 -3.2709 -0.533
C -0.2192 -1.1613 -1.9851 0.910
C -0.4253 1.5941 3.5560 -1.298
C 2.0250 1.6830 2.9241 -1.152
C 0.3481 2.8890 1.4840 -0.894
C 0.6032 1.9756 2.4514 0.622
P -0.3093 0.1598 -0.5830 -0.098
S 0.1869 -0.9739 1.1284 -0.095
I -2.7965 0.0923 -0.3052 -0.083
H -0.8865 -3.6663 -4.9732 0.273
H -1.1716 -4.3077 -2.6668 0.417
H -0.3173 -1.2387 -5.3484 0.378
H -1.1601 -2.5915 -0.7197 0.269
H 0.2199 0.3405 -3.5583 0.224
H -0.2188 2.4394 4.3295 0.328
H -1.3756 1.6333 3.2521 0.455
H -0.1238 0.6126 3.9813 0.364
H 2.0532 1.2868 3.9838 0.307
H 2.6572 2.5953 2.8588 0.369
H 2.4647 1.0039 2.2942 0.370
H 1.2484 3.3405 0.9706 0.229
H 0.2968 0.1300 1.8655 0.023
H -0.6575 3.2062 1.2693 0.319
```


# 2
ORCA calculation (the ωB97M-V functional and the def2-TZVPD basis) on a cluster of 2 separate species, C2H2I2 in total in a non-equilibrium geometry.

The lowest unoccupied orbital energy is 0.32 eV. As for the highest occupied orbital energy: -0.3551 Eh. The calculation puts the energy at -672.69703 Eh. As for the SMILES: C#CI.I.

Structure (XYZ):
```
6
Properties=species:S:1:pos:R:3:mulliken_charge:R:1
C -0.2962 1.3998 0.1900 -0.035
C 0.7854 1.0472 -0.1345 -0.531
I -0.5421 -2.6905 -0.5616 -0.097
I 2.6342 0.4721 -0.7181 0.266
H -1.3236 -2.0691 0.6411 0.088
H -1.2578 1.8405 0.5830 0.308
```


# 3
ORCA calculation (the ωB97M-V functional and the def2-TZVPD basis) on a structure of composition C23H47Br9O16S4 in a non-equilibrium geometry.

The lowest unoccupied orbital energy is -0.39 eV. As for the highest occupied orbital energy: -0.3655 Eh. The calculation puts the energy at -26866.98243 Eh.

Structure (XYZ):
```
99
Properties=species:S:1:pos:R:3:mulliken_charge:R:1
O -5.5303 7.5600 13.4703 -0.632
C -4.9222 8.5427 13.9087 0.592
O -3.6379 8.7662 13.8439 -0.318
C -3.2438 9.9694 14.4361 -0.348
C -4.5182 10.7881 14.2989 -0.648
C -5.6568 9.7873 14.4829 -0.439
H -2.6967 10.5928 13.7289 0.272
H -2.8123 9.9048 15.4350 0.325
H -4.5689 11.1560 13.2741 0.227
H -4.5166 11.7143 14.8736 0.438
H -6.5117 9.8347 13.8084 0.264
H -5.8684 9.6087 15.5372 0.267
O -0.1987 17.1128 14.3671 -0.609
C 0.8917 17.7326 14.5317 0.569
O 2.1046 17.1889 14.3368 -0.326
C 3.0999 17.9139 15.1034 -0.387
C 2.2531 18.8295 16.0370 -0.496
C 1.0632 19.1190 15.0914 -0.479
H 3.8972 18.3736 14.5193 0.326
H 3.5513 17.1554 15.7429 0.250
H 2.7789 19.7233 16.3727 0.330
H 1.8638 18.2578 16.8794 0.268
H 1.3014 19.8109 14.2835 0.266
H 0.1391 19.4741 15.5475 0.289
O -13.9623 3.8753 14.1781 -0.615
S -12.6098 3.3160 14.5013 1.133
O -12.5276 2.1783 15.4526 -0.598
O -11.9078 2.8018 13.1448 -0.289
C -11.8019 3.6507 12.0419 -0.125
C -10.9175 2.9531 10.9968 -1.293
C -11.4095 4.6656 14.9235 -0.938
H -11.3964 4.6460 12.2235 0.355
H -12.8200 3.7129 11.6576 0.285
H -9.8915 2.7615 11.3112 0.328
H -10.8172 3.5192 10.0708 0.373
H -11.3548 1.9781 10.7819 0.317
H -11.8659 5.5375 14.4551 0.344
H -10.4620 4.5167 14.4057 0.317
H -11.4849 4.4637 15.9920 0.405
O -3.6659 3.4213 17.3540 -0.583
S -2.8494 2.2202 16.9438 1.100
O -1.9668 1.6729 17.9480 -0.577
O -3.9888 1.0147 16.5891 -0.315
C -4.5935 0.9926 15.3856 -0.115
C -5.9530 0.2092 15.4690 -1.290
C -1.9489 2.3971 15.3259 -0.878
H -3.9356 0.4953 14.6729 0.265
H -4.7354 2.0152 15.0362 0.340
H -6.4575 0.2299 14.5030 0.371
H -6.5673 0.8015 16.1471 0.335
H -5.8849 -0.8581 15.6795 0.321
H -2.6717 2.8559 14.6513 0.344
H -1.5721 1.4470 14.9472 0.323
H -1.1510 3.1265 15.4652 0.359
O 5.2582 4.6224 10.2910 -0.585
S 3.9897 4.0560 10.8015 1.161
O 3.7840 3.3295 12.0786 -0.578
O 2.8374 5.3434 10.8056 -0.366
C 2.5982 6.0711 9.5876 -0.288
C 1.1595 5.8784 9.0935 -0.989
C 3.3046 2.9517 9.5083 -0.703
H 3.4149 5.8311 8.9068 0.381
H 2.5937 7.1013 9.9436 0.262
H 0.7597 6.4377 8.2477 0.375
H 0.3858 6.2035 9.7891 0.292
H 0.9040 4.8897 8.7123 0.239
H 2.5676 3.4521 8.8801 0.136
H 2.9047 2.0226 9.9143 0.329
H 4.1509 2.7073 8.8663 0.334
O -11.5268 14.2376 16.2812 -0.592
S -10.8655 14.4000 17.6042 1.160
O -9.9311 13.4165 18.2378 -0.585
O -10.1532 15.8502 17.5495 -0.313
C -10.8448 16.9332 16.8672 -0.223
C -10.4569 17.1842 15.4508 -1.121
C -12.1111 14.8915 18.8688 -0.905
H -10.6428 17.8820 17.3642 0.400
H -11.9288 16.9614 16.9777 0.220
H -10.7095 18.2067 15.1698 0.354
H -10.7990 16.4438 14.7278 0.304
H -9.3671 17.1679 15.4391 0.284
H -12.5926 13.9481 19.1262 0.369
H -12.7550 15.5950 18.3411 0.319
H -11.6657 15.4656 19.6812 0.329
C -6.5426 11.7270 7.9462 -0.317
Br -7.0074 13.0791 9.3154 -0.002
Br -7.5477 9.9879 8.0837 -0.032
Br -4.7195 11.2079 8.1901 -0.004
H -6.6702 12.0119 6.9019 0.356
C 3.4318 7.9537 17.0052 -0.331
Br 2.4481 7.6012 18.6402 0.002
Br 5.3351 7.2908 17.2817 -0.022
Br 3.4741 9.9364 16.7362 -0.024
H 2.8001 7.5425 16.2178 0.375
C -2.6580 12.9157 21.8501 -0.343
Br -1.9272 13.9469 20.2547 -0.020
Br -1.4154 12.9750 23.3076 -0.008
Br -2.7819 11.0179 21.3232 -0.002
H -3.5681 13.3698 22.2422 0.373
```


# 4
ORCA calculation (the ωB97M-V functional and the def2-TZVPD basis) on a cluster of 14 separate species, C79H56F40O23 in total in a non-equilibrium geometry.

The lowest unoccupied orbital energy is -2.23 eV. As for the highest occupied orbital energy: -0.3736 Eh. The calculation puts the energy at -8768.78813 Eh.

Structure (XYZ):
```
198
Properties=species:S:1:pos:R:3:mulliken_charge:R:1
C 1.0108 6.8616 1.4196 -1.145
C 0.3841 5.4785 1.6844 0.997
C 1.2462 4.1599 1.6235 0.707
F 2.1148 4.2517 2.6600 -0.235
F 0.3122 3.1770 1.8812 -0.082
F -0.2093 5.5689 2.9550 -0.303
F -0.6393 5.2869 0.8494 -0.217
O 2.1729 7.0176 2.1609 -0.210
C 2.8750 8.0950 1.7503 0.817
C 4.1350 8.2813 2.6791 0.199
F 3.7426 9.2195 3.6321 -0.291
F 4.5088 7.0913 3.1927 -0.217
F 3.3675 7.8126 0.5325 -0.265
F 2.2328 9.2507 1.6477 -0.296
H 0.2501 7.6057 1.6634 0.364
H 1.2526 6.9496 0.3508 0.394
H 1.7965 3.8505 0.7307 -0.676
H 4.9413 8.7514 2.1077 0.275
C 7.3722 -0.9892 -0.7517 -1.149
C 5.9423 -1.4219 -0.4925 1.064
C 5.0788 -0.3106 0.1390 0.414
F 3.9198 -0.9346 0.3665 -0.049
F 5.5403 0.1103 1.3084 -0.332
F 5.2609 -1.8167 -1.6110 -0.033
F 6.0487 -2.4801 0.4196 -0.364
O 7.2959 0.1165 -1.6241 -0.320
C 8.3581 0.4109 -2.4075 0.707
C 8.0814 1.7179 -3.2019 0.589
F 7.8644 2.6527 -2.2909 -0.213
F 9.2451 1.8434 -3.8732 -0.285
F 9.4503 0.7318 -1.5420 -0.348
F 8.7011 -0.5961 -3.1836 -0.284
H 7.9435 -1.7962 -1.2241 0.468
H 7.7980 -0.7586 0.2411 0.270
H 4.8729 0.5443 -0.4962 -0.300
H 7.1623 1.6717 -3.7988 -0.029
C -3.8271 -2.0060 3.8985 0.060
C -3.1574 -2.4511 5.2042 0.897
C -2.6854 -3.9292 5.2364 -0.269
F -1.8130 -3.9910 4.1954 -0.103
F -1.9729 -3.9770 6.3342 -0.267
F -1.9580 -1.7287 5.3161 0.061
F -4.0217 -2.2486 6.2733 -0.360
O -4.9359 -2.8318 3.6859 -0.447
C -5.0404 -3.4440 2.4926 0.919
C -6.3567 -4.2071 2.4531 -0.039
F -6.3863 -4.6544 1.1925 -0.227
F -6.3775 -5.0952 3.4155 -0.250
F -4.9877 -2.5415 1.4756 -0.098
F -4.0612 -4.4361 2.2570 -0.262
H -3.0339 -2.2037 3.1768 -0.537
H -4.1814 -0.9765 3.8275 0.467
H -3.4259 -4.7349 5.1641 0.281
H -7.1993 -3.5203 2.5120 0.304
C -3.0303 2.6021 7.9350 -0.861
C -2.9043 1.4099 8.8863 1.031
C -1.7094 0.4205 8.7403 -0.077
F -1.8635 -0.3305 9.8201 -0.292
F -1.9169 -0.2574 7.5453 -0.105
F -2.9322 1.9971 10.1168 -0.319
F -4.0165 0.5517 8.7715 -0.313
O -2.6855 2.0310 6.6662 -0.099
C -3.0917 2.6706 5.5411 0.585
C -2.3271 2.3138 4.1953 0.923
F -3.0191 2.9008 3.2677 -0.196
F -1.0752 2.7957 4.4747 -0.253
F -4.4069 2.4513 5.2919 -0.295
F -3.0978 4.1163 5.6346 -0.349
H -2.2740 3.2818 8.3033 0.282
H -4.0555 2.9796 7.9353 0.389
H -0.6926 0.8110 8.7059 0.323
H -2.2682 1.2645 3.9084 -0.436
C -6.9868 3.6432 -0.7842 -0.802
C -7.4046 4.8927 0.0354 1.048
C -8.4068 4.7210 1.1941 0.209
F -8.3750 5.9212 1.8442 -0.286
F -9.5788 4.4080 0.8085 -0.260
F -6.2592 5.4512 0.5788 -0.269
F -7.9475 5.7522 -0.9208 -0.323
O -6.6939 2.5257 0.0521 -0.342
C -5.4397 2.3585 0.4792 0.664
C -5.0654 0.9460 0.3731 -0.028
F -5.2271 0.6455 -0.9188 -0.277
F -3.8000 0.9011 0.7279 -0.016
F -4.5124 3.0146 -0.2896 -0.180
F -5.3218 2.8481 1.7330 -0.235
H -6.1534 3.8136 -1.4575 0.280
H -7.8551 3.3464 -1.3544 0.385
H -8.1010 4.0185 1.9556 0.195
H -5.7041 0.3037 0.9710 0.244
C 4.2059 -4.4975 -3.8645 -0.357
C 3.1062 -3.9162 -4.3717 0.409
C 2.7872 -4.0941 -5.8481 0.356
O 1.7709 -3.5995 -6.3222 -0.550
C 3.7016 -4.9922 -6.6375 -0.624
C 4.8491 -5.5051 -6.0874 -0.524
C 5.2151 -5.2520 -4.6910 -0.130
O 6.2019 -5.7398 -4.1926 -0.565
H 4.3336 -4.4743 -2.8041 0.789
H 2.3041 -3.4266 -3.8127 0.412
H 3.3749 -5.1579 -7.6645 0.464
H 5.5125 -6.0795 -6.6856 0.479
C 2.7454 2.1087 -5.7740 -0.805
C 3.7754 2.1884 -4.9250 -0.317
C 4.1010 1.0651 -3.9904 -0.243
O 4.9526 1.1559 -3.1270 -0.159
C 3.2073 -0.1364 -4.0524 0.198
C 2.2073 -0.2518 -5.0071 -0.139
C 1.9378 0.8996 -5.9408 -0.272
O 1.0937 0.8331 -6.7957 -0.581
H 2.5669 2.9393 -6.4396 0.498
H 4.3952 3.0739 -4.8668 0.541
H 3.3996 -0.8600 -3.2807 0.447
H 1.5076 -1.0679 -5.0283 0.882
C 0.2821 0.1557 0.4439 -0.248
C 0.9266 -0.2211 -0.6626 -0.114
C 0.5254 -1.5221 -1.3376 0.219
O 1.2236 -1.9701 -2.2548 -0.580
C -0.6771 -2.2877 -0.8446 -1.163
C -1.2293 -1.9625 0.3430 0.044
C -0.7772 -0.6881 1.1346 0.273
O -1.3892 -0.3461 2.1540 -0.454
H 0.5050 1.0826 0.9686 0.314
H 1.7188 0.3022 -1.2207 0.335
H -0.9673 -3.1929 -1.3473 0.484
H -2.0403 -2.5531 0.7634 0.644
C -0.1005 -5.7242 -4.6119 -0.481
C -0.3129 -4.4658 -4.1060 0.851
C -1.1984 -3.4882 -4.8549 0.692
O -1.5342 -2.4057 -4.4133 -0.429
C -1.8511 -4.0249 -6.0763 -0.804
C -1.5742 -5.2688 -6.5669 -0.652
C -0.5833 -6.1697 -5.9040 0.084
O -0.1839 -7.1949 -6.3835 -0.581
H 0.4756 -6.4295 -4.0668 0.560
H -0.0281 -4.1434 -3.1026 -0.219
H -2.6460 -3.4304 -6.5073 0.508
H -2.0284 -5.6345 -7.4673 0.450
C -5.2088 -4.1327 -2.6506 -0.665
C -6.1557 -3.4189 -3.2830 -0.751
C -6.1378 -1.8752 -3.4323 0.339
O -7.0654 -1.1618 -3.7462 -0.570
C -4.7576 -1.2248 -3.1353 -0.759
C -3.7568 -2.0166 -2.6675 0.862
C -3.9438 -3.4838 -2.3762 0.450
O -3.0475 -4.1770 -1.9456 -0.548
H -5.4350 -5.1591 -2.4046 0.567
H -7.0463 -3.8900 -3.6577 0.449
H -4.7305 -0.1548 -3.2505 0.232
H -2.8151 -1.5136 -2.4829 0.422
C -0.4657 1.9102 -3.0610 0.400
C -1.6308 1.3915 -3.4964 -0.548
C -2.8535 2.2302 -3.6736 -0.259
O -3.8518 1.8011 -4.1985 -0.615
C -2.7200 3.5979 -3.1385 -0.576
C -1.5900 4.1182 -2.5955 -0.498
C -0.3474 3.2680 -2.5033 0.054
O 0.7216 3.7025 -2.0332 -0.320
H 0.4050 1.2638 -2.9870 0.694
H -1.7004 0.3879 -3.9210 0.764
H -3.5976 4.2254 -3.3007 0.450
H -1.4121 5.1655 -2.3426 0.492
C 1.6835 -7.8081 -0.2159 -0.626
C 0.5844 -7.7213 0.5116 -0.472
C -0.0031 -6.4325 0.9814 0.013
O -0.9598 -6.4056 1.7355 -0.522
C 0.7443 -5.1880 0.6521 0.391
C 1.8263 -5.2516 -0.1945 -0.168
C 2.4081 -6.5688 -0.6744 0.125
O 3.4111 -6.5795 -1.3686 -0.527
H 2.1231 -8.7213 -0.5787 0.440
H -0.0220 -8.5449 0.8540 0.445
H 0.4571 -4.2772 1.1703 0.640
H 2.4129 -4.3674 -0.4632 0.354
C 3.8137 4.6998 -1.7770 -0.412
C 4.6652 5.6981 -1.7780 -0.649
C 5.7006 5.9089 -0.7660 0.211
O 6.3395 6.9257 -0.7293 -0.615
C 5.8282 4.8313 0.2660 -0.709
C 5.0126 3.7191 0.2475 -0.095
C 3.9726 3.5313 -0.8013 0.388
O 3.3364 2.4876 -0.7997 -0.081
H 3.0055 4.6027 -2.4752 0.687
H 4.5763 6.4072 -2.5970 0.431
H 6.5649 4.9245 1.0550 0.522
H 5.0490 2.9915 1.0522 0.573
C 1.5156 -0.5011 3.6796 -0.199
C 1.4671 0.1762 4.8428 -0.344
C 1.3257 -0.5636 6.1818 0.213
O 1.2131 0.0589 7.2034 -0.633
C 1.3366 -2.0093 6.1197 -0.306
C 1.4137 -2.7081 4.9691 -0.535
C 1.4048 -2.0250 3.6567 0.172
O 1.4162 -2.5697 2.5505 -0.384
H 1.6655 -0.0452 2.7195 0.546
H 1.5901 1.2597 4.8608 0.533
H 1.3111 -2.5789 7.0295 0.458
H 1.3552 -3.7884 4.9183 0.424
```